(1)
The molecule C4H13N5O at a distorted geometry, computed with wB97M-V/def2-TZVPD.

Kohn-Sham gap (alpha / beta)   0.259 / 0.228 Ha
Max |F|   1.195 eV/A
DFT total energy   -13851.2799 eV
Spin multiplicity   1
ΔE to the lowest compared entry with this formula, charge and spin   626.1 kJ/mol

```
23
Properties=species:S:1:pos:R:3:forces:R:3
C 0.8376 0.3453 -2.0044 0.0 0.2 0.2
N 0.8397 0.4453 -0.5550 0.1 -0.9 0.2
N 2.0162 0.8861 0.0269 -0.2 0.2 -0.1
C -0.4611 0.8758 0.1764 0.1 -1.2 0.2
C -1.4268 1.6428 -0.5137 0.2 0.0 -0.1
H 2.7904 0.8288 -0.6293 -0.2 0.0 0.0
H 2.2084 0.2494 0.8121 0.0 0.0 0.0
H -0.1180 1.3420 1.0994 0.0 0.0 0.1
H 0.8593 1.3314 -2.4705 0.0 0.0 -0.1
H 1.7002 -0.2474 -2.3145 0.0 0.0 0.1
H -0.0641 -0.1852 -2.3015 0.0 0.0 0.0
H -1.6516 1.4408 -1.5527 0.0 0.0 -0.1
H -1.7136 2.6123 -0.1353 -0.1 0.0 0.0
C -0.8722 -0.7268 0.5269 -0.1 1.0 0.0
N 1.1748 -1.6666 1.1506 -0.6 0.1 -0.5
N -1.1950 -0.8544 1.9268 0.0 -0.1 0.1
O -1.9079 -1.1001 -0.3182 0.1 0.0 0.1
N 0.3175 -1.4455 0.1313 0.4 0.5 0.3
H -2.3750 -0.2439 -0.4918 0.1 0.0 0.0
H 1.7442 -2.4867 0.9988 0.0 0.1 -0.1
H 0.7521 -1.5792 2.0778 -0.1 0.1 -0.1
H -1.9670 -1.5016 2.0480 0.1 0.0 -0.1
H -1.4882 0.0373 2.3121 0.0 0.0 -0.1
```
Forces are in eV/Å.



(2)
A 8-piece molecular cluster, C21H47Br16NP overall at a distorted geometry, computed with wB97M-V/def2-TZVPD.

Charge   +1
Kohn-Sham gap   0.305 Ha
Max |F|   5.786 eV/A
DFT total energy   -1153990.3740 eV
Spin multiplicity   1

```
86
Properties=species:S:1:pos:R:3:forces:R:3
N 3.8623 0.5798 -0.1458 0.0 0.0 0.2
C 4.0690 1.9716 0.2749 0.3 0.4 -0.5
C 3.2095 2.9994 -0.5190 -0.7 -0.7 1.1
C 1.8203 3.1806 0.2076 0.6 0.5 -1.3
C 0.7545 2.4271 -0.6225 0.3 -0.2 0.8
C -0.4891 2.0120 0.2244 0.5 0.3 -1.3
P -1.3275 0.6138 -0.6512 -2.6 1.8 1.2
H 3.7024 0.5096 -1.1446 0.1 0.0 0.1
H 3.0608 0.1728 0.3206 0.0 0.1 -0.1
H 5.1306 2.2504 0.1837 -0.2 -0.3 -0.1
H 3.8532 2.0105 1.3515 0.0 0.2 -0.3
H 2.9987 2.5616 -1.5077 0.3 0.3 0.1
H 3.7125 3.9555 -0.6849 0.0 -0.2 0.3
H 1.6232 4.2624 0.2482 -0.3 -0.6 0.0
H 1.8632 2.8198 1.2443 0.0 0.0 -0.3
H 1.2324 1.5074 -0.9938 0.0 0.3 0.0
H 0.5074 3.0264 -1.5081 -0.3 -0.2 0.2
H -0.1656 1.7069 1.2260 -0.2 -0.1 -0.2
H -1.1890 2.8537 0.2746 0.0 -0.3 0.3
H -2.6417 1.0074 -1.0113 0.3 0.1 0.3
H -0.6943 0.3793 -1.8703 -0.7 0.6 -0.1
H -1.2756 -0.5432 0.1847 -2.0 1.5 -0.4
Br 3.1145 -3.3993 -1.8370 0.0 0.1 0.0
C 2.1186 -3.3758 -0.1716 0.3 0.0 -0.3
C 0.6860 -2.9865 -0.4022 0.1 -0.3 0.6
Br 0.5227 -1.0467 -0.7081 4.6 -3.4 -0.6
H 2.6445 -2.7056 0.5023 -0.1 0.0 0.0
H 2.1747 -4.3907 0.2163 -0.2 0.0 0.0
H 0.0828 -3.1910 0.4820 0.0 0.1 0.0
H 0.2374 -3.4735 -1.2625 0.1 0.2 -0.1
Br -3.5618 -1.5465 -2.4913 0.2 0.2 0.2
C -5.0908 -0.3923 -2.8734 -0.2 -0.2 0.1
C -5.3662 -0.3303 -4.3513 0.1 0.2 -0.2
Br -4.0867 0.8212 -5.2552 0.0 -0.1 0.0
H -4.8725 0.5792 -2.4380 0.0 0.0 -0.1
H -5.9277 -0.8436 -2.3435 0.0 -0.1 0.0
H -6.3401 0.1176 -4.5370 0.0 0.0 0.1
H -5.3183 -1.3020 -4.8370 0.0 0.0 0.1
Br 0.6921 -6.7073 1.2622 -0.1 0.0 0.0
C 1.9145 -8.1391 0.7493 0.1 0.1 0.2
C 2.7798 -7.7347 -0.4128 0.0 -0.1 -0.3
Br 1.7988 -7.7926 -2.0923 0.0 0.1 0.0
H 1.3056 -9.0136 0.5432 0.0 0.0 -0.1
H 2.5224 -8.3228 1.6330 0.0 0.0 0.0
H 3.6017 -8.4360 -0.5397 0.0 0.0 0.1
H 3.1796 -6.7293 -0.3162 0.0 0.0 0.0
Br 3.2502 6.8332 -0.4956 -0.1 0.0 0.0
C 2.7334 7.7808 1.1231 0.2 0.0 -0.1
C 2.4554 6.8344 2.2606 -0.2 0.1 0.2
Br 0.7242 5.9684 2.0632 -0.1 0.0 0.0
H 1.8774 8.3966 0.8656 0.0 0.0 0.1
H 3.5807 8.4211 1.3595 0.0 0.0 0.1
H 2.3934 7.3791 3.2016 0.0 0.0 0.0
H 3.1942 6.0439 2.3516 0.0 0.0 -0.1
Br 7.4027 -4.4133 -1.4003 -0.1 0.0 0.0
C 7.0467 -3.3085 0.1603 0.2 -0.1 -0.2
C 6.7596 -4.1490 1.3760 -0.1 0.2 0.1
Br 4.9585 -4.8876 1.3134 0.0 -0.1 0.1
H 6.2263 -2.6462 -0.1020 0.0 0.0 0.1
H 7.9510 -2.7219 0.3087 0.0 0.0 0.1
H 6.7877 -3.5404 2.2776 0.0 0.0 0.0
H 7.4401 -4.9871 1.4878 0.0 0.0 -0.1
Br -4.1185 -3.8047 -6.3954 0.0 0.1 0.1
C -4.2535 -4.5126 -4.5880 0.2 -0.1 -0.3
C -5.3988 -5.4781 -4.4525 -0.2 0.0 0.2
Br -7.1015 -4.5380 -4.3620 0.0 0.0 -0.1
H -4.3447 -3.6585 -3.9266 0.0 -0.1 0.0
H -3.3040 -5.0138 -4.4073 0.0 0.0 0.0
H -5.3258 -6.0294 -3.5171 0.0 0.0 0.0
H -5.4659 -6.1794 -5.2784 0.0 0.1 0.0
Br -2.7315 1.3725 2.5045 -0.1 0.0 0.1
C -4.6056 0.8976 2.7456 0.1 -0.3 0.0
C -5.3361 0.8703 1.4293 -0.2 0.2 0.0
Br -5.7272 2.6635 0.7857 0.1 -0.1 -0.1
H -5.0195 1.6089 3.4537 0.0 0.1 -0.1
H -4.5959 -0.0932 3.1951 0.0 0.0 0.0
H -6.3052 0.3885 1.5422 0.0 0.0 0.1
H -4.7747 0.3703 0.6444 0.0 -0.1 0.1
Br -2.3640 4.2969 5.0494 0.0 0.0 0.0
C -2.9138 6.1573 5.2325 -0.1 -0.2 -0.1
C -2.0411 7.0702 4.4143 0.1 0.2 0.1
Br -0.3149 7.3618 5.2597 0.0 0.0 0.1
H -2.8973 6.3896 6.2926 0.1 0.0 0.0
H -3.9401 6.1875 4.8724 0.0 0.0 0.0
H -2.4887 8.0590 4.3368 -0.1 0.0 0.0
H -1.8426 6.6866 3.4177 0.0 0.0 0.0
```
Forces are in eV/Å.



(3)
C22H18IMgN2O2 as an isolated structure, computed with wB97M-V/def2-TZVPD.

Charge   -1
Kohn-Sham gap   0.254 Ha
Max |F|   0.290 eV/A
DFT total energy   -43731.0500 eV
Spin multiplicity   1

```
46
Properties=species:S:1:pos:R:3:forces:R:3
Mg -0.2256 -0.3125 0.9185 -0.1 0.0 -0.1
C -3.8354 -2.4611 1.5285 0.0 0.0 0.0
C -2.9735 -1.2775 1.1407 -0.1 -0.1 0.1
O -1.8145 -1.2634 1.6882 0.2 0.1 -0.1
C -3.4899 -0.3423 0.2631 0.0 0.0 0.0
C -2.8574 0.9055 -0.0592 0.0 0.1 0.0
C -3.7105 2.0544 -0.5266 0.0 0.0 0.0
N -1.5893 1.0574 0.1380 0.0 -0.1 0.0
N -1.0687 2.3482 0.0596 0.0 0.1 0.0
C -0.0029 2.4171 0.8123 0.0 0.0 0.0
O 0.4865 1.4618 1.5283 0.0 -0.1 0.0
C 0.7216 3.7256 0.8361 0.0 0.0 0.0
C 0.2382 4.8381 0.1498 0.0 0.0 0.0
C 0.9337 6.0358 0.1787 0.0 0.0 0.0
C 2.1232 6.1381 0.8911 0.0 0.0 0.0
C 2.6090 5.0333 1.5746 0.0 0.0 0.0
C 1.9106 3.8339 1.5495 0.0 0.0 0.0
H -3.7594 -2.6149 2.6054 0.0 0.0 0.0
H -3.4422 -3.3595 1.0457 0.0 0.0 0.0
H -4.8793 -2.3355 1.2437 0.0 0.0 0.0
H -4.5131 -0.4777 -0.0614 0.0 0.0 0.0
H -4.7035 1.7057 -0.8069 0.0 0.0 0.0
H -3.2373 2.5633 -1.3657 0.0 0.0 0.0
H -3.8066 2.7916 0.2728 0.0 0.0 0.0
H -0.6856 4.7399 -0.4035 0.0 0.0 0.0
H 0.5494 6.8951 -0.3580 0.0 0.0 0.0
H 2.6670 7.0750 0.9110 0.0 0.0 0.0
H 3.5364 5.1039 2.1302 0.0 0.0 0.0
H 2.2691 2.9600 2.0774 0.0 0.0 0.0
I 3.2741 0.2540 0.1230 0.0 -0.1 0.1
C 3.3120 -1.8464 0.0611 0.0 0.1 0.0
C 4.5428 -2.4377 0.1182 0.0 0.0 0.0
C 4.6671 -3.8309 -0.0543 -0.1 0.0 0.0
C 3.5590 -4.5712 -0.3417 0.0 0.0 0.0
C 2.2788 -3.9686 -0.4176 0.0 0.0 0.0
C 1.1566 -4.7465 -0.7900 0.0 0.0 0.0
C -0.0717 -4.1634 -0.8744 0.0 0.0 0.0
C -0.2340 -2.8093 -0.5032 0.0 0.0 0.0
C 0.8013 -1.9823 -0.1041 -0.2 0.1 0.2
C 2.1032 -2.5796 -0.1433 0.1 0.1 0.0
H 5.4267 -1.8332 0.2701 0.0 0.0 0.0
H 5.6447 -4.2930 0.0067 0.0 0.0 0.0
H 3.6370 -5.6368 -0.5288 0.0 0.0 0.0
H 1.3031 -5.7975 -1.0152 0.0 0.0 0.0
H -0.9341 -4.7432 -1.1859 0.0 0.0 0.0
H -1.2518 -2.4291 -0.5135 0.0 0.0 0.0
```
Forces are in eV/Å.